Record 1
The following is a quantum chemistry calculation of a structure of composition C27H25HfN4S at a distorted geometry, from OMol25.

Values from the calculation:
Kohn-Sham gap ... 0.234 Eh
Largest force on an atom ... 2.45 eV/Å
Energy relative to the best compared isomer or geometry (same formula, charge and spin) ... 20.8 kcal/mol
E ... -46480.8445 eV
Molar mass ... 616.1 g/mol

ORCA input file:
```
! wB97M-V def2-TZVPD RIJCOSX def2/J DEFGRID3
* xyz 3 1
Hf 11.29 10.33 7.25
C 18.66 9.96 6.32
C 17.19 10.50 6.44
C 17.00 11.57 5.32
C 16.97 11.24 7.79
C 16.17 9.39 6.21
C 16.47 8.12 5.76
C 15.44 7.20 5.41
C 14.10 7.56 5.62
S 12.69 6.71 5.17
C 11.71 8.09 5.48
N 12.46 9.14 5.99
C 13.83 8.87 6.04
C 14.83 9.76 6.37
C 10.23 8.16 5.68
C 9.32 7.53 4.80
C 7.93 7.57 5.11
C 7.51 8.19 6.30
C 8.40 8.94 7.04
C 9.77 8.96 6.76
H 19.38 10.75 6.55
H 18.85 9.54 5.35
H 18.89 9.15 7.02
H 17.77 12.31 5.33
H 16.10 12.13 5.52
H 16.95 11.12 4.31
H 17.71 11.99 7.95
H 16.93 10.56 8.63
H 15.99 11.77 7.83
H 17.51 7.74 5.63
H 15.74 6.21 5.07
H 14.48 10.78 6.67
H 9.70 7.01 3.92
H 7.24 7.04 4.48
H 6.47 8.16 6.58
H 8.06 9.51 7.93
N 10.51 12.75 9.31
C 10.81 11.49 9.90
C 10.15 11.09 11.09
C 10.64 9.97 11.73
C 11.67 9.21 11.14
C 12.26 9.59 9.96
N 11.76 10.69 9.27
C 10.70 13.11 7.95
C 11.42 14.32 7.68
C 11.70 14.53 6.34
C 11.24 13.63 5.36
C 10.58 12.45 5.69
N 10.33 12.17 7.03
H 10.14 13.44 9.95
H 9.35 11.70 11.50
H 10.22 9.59 12.67
H 12.17 8.41 11.72
H 13.21 9.25 9.61
H 11.77 14.97 8.46
H 12.35 15.34 6.05
H 11.52 13.86 4.35
H 10.11 11.79 4.89
*
```

Results of the Mulliken charge analysis, in e, for atoms 1 through 5: atom 1 (Hf): 1.27, atom 2 (C): -1.96, atom 3 (C): 1.88, atom 4 (C): -1.52, atom 5 (C): -1.56

Record 2
The following is a quantum chemistry calculation of a structure of composition C4H17HgNOP at a distorted geometry, from OMol25.

Values from the calculation:
Kohn-Sham gap (alpha / beta) ... 0.088 / 0.084 Eh
Largest force on an atom ... 1.42 eV/Å
Energy relative to the best compared isomer or geometry (same formula, charge and spin) ... 0.0 kcal/mol
E ... -21422.0582 eV
Molar mass ... 326.7 g/mol

ORCA input file:
```
! wB97M-V def2-TZVPD RIJCOSX def2/J DEFGRID3
* xyz -1 1
C 0.86 -2.27 -3.81
Hg -0.77 -0.33 -1.79
N -2.92 0.95 -3.04
H 1.18 -0.80 0.38
H 0.39 -2.54 -2.85
H 1.78 -2.84 -3.95
H 1.09 -1.20 -3.81
H 0.16 -2.49 -4.62
H -2.91 1.97 -2.91
H -3.78 0.59 -2.63
H -2.95 0.77 -4.05
C 0.22 1.96 1.47
P 0.81 0.39 2.13
C 1.94 0.53 3.49
C -0.66 -0.58 2.37
O 1.75 -0.32 1.01
H -0.57 1.77 0.72
H 1.03 2.54 1.01
H -0.23 2.56 2.28
H 1.42 1.00 4.33
H 2.30 -0.45 3.80
H 2.81 1.15 3.22
H -1.33 -0.46 1.51
H -0.42 -1.65 2.49
H -1.20 -0.25 3.26
*
```

Results of the Mulliken charge analysis, in e, for atoms 1 through 5: atom 1 (C): -0.95, atom 2 (Hg): -0.43, atom 3 (N): -0.71, atom 4 (H): 0.10, atom 5 (H): 0.18

Record 3
The following is a quantum chemistry calculation of a structure of composition C4H6N3 at a distorted geometry, from OMol25.

Values from the calculation:
Kohn-Sham gap (alpha / beta) ... 0.319 / 0.319 Eh
Largest force on an atom ... 3.11 eV/Å
Energy relative to the best compared isomer or geometry (same formula, charge and spin) ... 153.3 kcal/mol
E ... -8701.8570 eV
Molar mass ... 96.1 g/mol

ORCA input file:
```
! wB97M-V def2-TZVPD RIJCOSX def2/J DEFGRID3
* xyz 1 1
C 0.19 -2.17 -1.81
C 0.50 -1.28 -0.86
C 0.42 0.91 0.12
C -0.90 0.80 -0.59
N 1.68 -2.28 -2.08
N 1.97 -1.36 -1.27
N -0.16 -0.42 -0.02
H -0.54 -2.52 -2.47
H 1.28 0.98 -0.53
H 0.54 1.14 1.12
H -1.76 1.09 -0.06
H -0.70 0.95 -1.63
H -0.35 -0.86 0.83
*
```

Results of the Mulliken charge analysis, in e, for atoms 1 through 5: atom 1 (C): -0.25, atom 2 (C): 0.04, atom 3 (C): -0.40, atom 4 (C): -0.22, atom 5 (N): -0.10

What did the third record say?
The following is a quantum chemistry calculation of a structure of composition C4H6N3 at a distorted geometry, from OMol25.

Values from the calculation:
Kohn-Sham gap (alpha / beta) ... 0.319 / 0.319 Eh
Largest force on an atom ... 3.11 eV/Å
Energy relative to the best compared isomer or geometry (same formula, charge and spin) ... 153.3 kcal/mol
E ... -8701.8570 eV
Molar mass ... 96.1 g/mol

ORCA input file:
```
! wB97M-V def2-TZVPD RIJCOSX def2/J DEFGRID3
* xyz 1 1
C 0.19 -2.17 -1.81
C 0.50 -1.28 -0.86
C 0.42 0.91 0.12
C -0.90 0.80 -0.59
N 1.68 -2.28 -2.08
N 1.97 -1.36 -1.27
N -0.16 -0.42 -0.02
H -0.54 -2.52 -2.47
H 1.28 0.98 -0.53
H 0.54 1.14 1.12
H -1.76 1.09 -0.06
H -0.70 0.95 -1.63
H -0.35 -0.86 0.83
*
```

Results of the Mulliken charge analysis, in e, for atoms 1 through 5: atom 1 (C): -0.25, atom 2 (C): 0.04, atom 3 (C): -0.40, atom 4 (C): -0.22, atom 5 (N): -0.10

Q: Among the records above, which one has the lowest largest force on an atom?
A: C4H17HgNOP

Q: Which of these has the highest molar mass?
A: C27H25HfN4S

Q: Number 3 is which compound?
A: C4H6N3